Record 1
A 16-piece molecular cluster, C20H72O16 overall. Source: OMol25; level of theory: the ωB97M-V functional and the def2-TZVPD basis.

Structure (ORCA input):
```
! wB97M-V def2-TZVPD RIJCOSX def2/J DEFGRID3
* xyz 0 1
C -1.80128 4.70482 2.71602
C -2.77682 3.70457 2.13409
C -3.27493 2.59627 3.09572
O -3.89563 4.50200 1.79460
H -1.52198 5.52599 2.05589
H -0.94113 4.11899 3.04015
H -2.20724 5.11772 3.63949
H -2.26375 3.22222 1.30211
H -3.86283 1.95040 2.44355
H -3.90652 2.98850 3.89280
H -2.47753 1.92945 3.42374
H -4.57234 3.97635 1.36177
C 4.83072 -1.64327 2.75762
C 6.10243 -2.09285 1.99325
C 7.05226 -0.93776 1.89245
O 6.72641 -3.00369 2.84547
H 4.40244 -0.82965 2.17221
H 5.00756 -1.29051 3.77369
H 4.09654 -2.44741 2.80696
H 6.00549 -2.57635 1.02117
H 6.73614 -0.10558 1.26346
H 8.00742 -1.23253 1.45784
H 7.23663 -0.37050 2.80477
H 6.99854 -2.56523 3.65498
C -3.00671 -3.00046 3.92421
C -3.80777 -2.25142 2.82069
C -2.86393 -1.52759 1.82454
O -4.68283 -3.16419 2.18414
H -2.36150 -3.77578 3.51107
H -3.71469 -3.49555 4.58886
H -2.52611 -2.28805 4.59473
H -4.45760 -1.50278 3.27385
H -2.30455 -0.70849 2.27650
H -3.36236 -1.13419 0.93860
H -2.14996 -2.31506 1.58320
H -5.43573 -3.37588 2.74085
C 0.71138 0.92682 3.72497
C 1.29683 0.37237 2.43187
C 1.28201 -1.15777 2.44600
O 0.60071 0.79927 1.29452
H -0.24208 0.47745 4.00262
H 0.62420 2.01287 3.75652
H 1.38051 0.62936 4.53236
H 2.27314 0.79715 2.19848
H 1.88807 -1.51230 1.61229
H 0.27357 -1.54311 2.29548
H 1.71030 -1.53766 3.37355
H 0.94797 1.64866 1.01247
C -3.17783 5.71135 -3.43526
C -2.75964 4.72237 -2.31529
C -3.92767 3.77093 -2.03633
O -1.64136 3.92668 -2.72775
H -2.47220 6.53863 -3.51143
H -4.12535 6.17760 -3.16521
H -3.23326 5.26292 -4.42720
H -2.52920 5.29513 -1.41700
H -4.66378 4.30942 -1.43945
H -3.57420 2.93965 -1.42630
H -4.41298 3.36503 -2.92392
H -0.79976 4.34118 -2.52403
O 2.30321 -3.11415 -4.61614
H 1.59230 -3.25615 -5.24118
H 1.87614 -3.12842 -3.75962
O 2.99159 -3.77605 -0.50893
H 2.29978 -3.72750 -1.16869
H 2.53049 -3.96165 0.30910
O 0.72838 -2.84200 -2.30868
H 0.59906 -2.07275 -1.75391
H -0.12086 -3.28362 -2.30837
O -1.03053 1.23215 -2.36172
H -1.63356 0.84852 -2.99844
H -1.09515 2.17584 -2.50831
O 1.35289 3.20233 0.23911
H 1.20328 3.67831 -0.57778
H 1.82637 3.82169 0.79448
O 0.31473 -0.66791 -0.76629
H -0.16921 -0.00600 -1.26017
H 0.48306 -0.25861 0.08245
C -2.07060 0.72884 -5.54951
O -2.87838 0.53292 -4.39493
H -1.39751 -0.10490 -5.74933
H -2.68319 0.78929 -6.44905
H -1.41432 1.59301 -5.44654
H -3.50511 -0.17614 -4.55632
C -2.39418 -2.93344 -2.27151
O -1.70481 -4.15661 -2.03917
H -2.00111 -2.53257 -3.20580
H -3.45688 -3.13921 -2.39966
H -2.27929 -2.07746 -1.60654
H -2.05210 -4.44369 -1.19148
C 4.07116 0.06869 -0.86097
O 3.80071 1.24009 -1.60873
H 5.01104 0.10865 -0.31039
H 3.39696 -0.02450 -0.00957
H 4.04457 -0.77754 -1.54747
H 3.02220 1.00954 -2.12096
C 0.23507 -4.49826 1.46947
O 1.58494 -4.33461 1.93860
H 0.10498 -4.55819 0.38892
H -0.22893 -5.41411 1.83556
H -0.26130 -3.60350 1.84511
H 1.53031 -4.56111 2.86989
C 2.02602 0.00075 -4.04257
O 1.76348 1.21038 -3.42029
H 2.34076 -0.79504 -3.36748
H 1.16141 -0.25798 -4.65381
H 2.81611 0.14857 -4.77878
H 0.91000 1.11778 -2.99065
*
```

Results
E_tot in hartree: -2008.91616
Molar mass in g/mol: 568.8
Energy relative to the best compared isomer or geometry (same formula, charge and spin) in kJ/mol: 166.7
Kohn-Sham gap in eV: 9.08

***

Record 2
C20H7F11N4O6S3Sr as an isolated structure. Source: OMol25; level of theory: the ωB97M-V functional and the def2-TZVPD basis.

Structure (ORCA input):
```
! wB97M-V def2-TZVPD RIJCOSX def2/J DEFGRID3
* xyz 0 1
Sr 1.27317 0.70870 -0.92942
O -1.35196 -5.35388 3.06436
N -2.04303 -4.37309 3.24431
O -2.99301 -4.33586 3.99398
C -1.72264 -3.13347 2.49348
C -2.32482 -2.02045 2.95636
C -2.09175 -0.74907 2.35148
C -2.71512 0.42579 2.80963
C -2.44969 1.60965 2.17701
C -1.56253 1.60203 1.09144
N -0.97069 0.51315 0.63926
C -1.21879 -0.65925 1.26406
C -0.56913 -1.86473 0.76778
N 0.24646 -1.70676 -0.29456
C 0.80580 -2.76525 -0.83634
C 0.60151 -4.05581 -0.34203
C -0.20033 -4.23541 0.75449
C -0.82194 -3.11912 1.35741
H -2.99266 -2.09794 3.80255
H -3.39400 0.37789 3.65163
H -2.90347 2.53829 2.49070
H -1.33506 2.52768 0.57687
H 1.42720 -2.59550 -1.70874
H 1.07522 -4.89916 -0.82295
H -0.36085 -5.22112 1.15006
F 5.22861 -0.72787 -2.85499
C 4.67346 0.45230 -2.58863
F 5.42860 1.42459 -3.07249
F 3.45909 0.50231 -3.17256
S 4.43971 0.59500 -0.76532
O 3.53467 -0.51797 -0.47756
O 5.71579 0.61717 -0.13728
N 3.66571 1.98244 -0.77377
S 3.18485 2.92554 0.42401
O 3.55160 4.28104 0.20364
O 1.78129 2.63437 0.70954
C 4.01636 2.41345 2.00179
F 5.31022 2.68716 1.98451
F 3.81811 1.10286 2.21263
F 3.43268 3.09891 2.98341
F -5.00371 3.06525 -2.09137
C -3.90019 2.37559 -2.39115
C -2.65997 2.80281 -1.95551
F -2.54945 3.91098 -1.21058
C -1.54039 2.05723 -2.27326
F -0.34520 2.51841 -1.78018
C -1.55755 0.87472 -3.00830
S -0.12959 -0.05163 -3.39154
C -2.83479 0.48782 -3.43331
F -2.98188 -0.62950 -4.14480
C -3.97679 1.21089 -3.13796
F -5.16916 0.78882 -3.56175
*
```

Results
E_tot in hartree: -3760.64873
Molar mass in g/mol: 792.1
Energy relative to the best compared isomer or geometry (same formula, charge and spin) in kJ/mol: 46.1
Kohn-Sham gap in eV: 6.04